Molecular formula: C37H49AsFeN3O2
Method: DFT, ωB97M-V/def2-TZVPD

Its HOMO-LUMO gap (spin up / spin down) is 0.2687 / 0.2940 hartree. The relative energy (zero: lowest compared OMol25 entry of this formula, charge and spin) is 0.00 kcal/mol. Its net charge is +1. As for the multiplicity: 5. As for the HOMO energy (spin up / spin down): -9.16 / -9.86 eV.

CARTESIAN COORDINATES (ANGSTROEM)
Fe1 -0.2799 1.0513 0.5343
C1 -1.2966 1.9921 2.4708
C2 0.0942 2.2090 2.5732
C3 0.4874 3.0696 1.5073
C4 -0.6680 3.4198 0.7767
C5 -1.7762 2.7324 1.3446
C6 -3.2319 3.0041 1.0849
C7 -0.7127 4.3929 -0.3606
C8 1.8847 3.5620 1.2767
C9 1.0043 1.7347 3.6624
C10 -2.1909 1.2695 3.4365
H1 -3.8317 2.0997 0.9600
H2 -3.3772 3.6301 0.2024
H3 -3.6735 3.5525 1.9216
H4 -0.6626 5.4229 0.0002
H5 -1.6333 4.3007 -0.9403
H6 0.1203 4.2447 -1.0515
H7 2.5732 2.7510 1.0211
H8 2.2833 4.0485 2.1707
H9 1.9194 4.2939 0.4699
H10 1.7864 1.0741 3.2825
H11 0.4610 1.1966 4.4392
H12 1.4939 2.5835 4.1450
H13 -2.7278 0.4359 2.9788
H14 -2.9442 1.9441 3.8529
H15 -1.6270 0.8705 4.2801
O1 1.3279 -0.1386 0.9393
As1 1.5804 -1.7860 0.8215
C11 1.9582 -2.2862 -0.9922
C12 2.9396 -1.5070 -1.6016
C13 3.3869 -1.8279 -2.8731
C14 2.8547 -2.9238 -3.5385
C15 1.8820 -3.7031 -2.9285
C16 1.4368 -3.3921 -1.6512
C17 0.1369 -2.7197 1.6703
C18 -0.1907 -4.0539 1.4536
C19 -1.2197 -4.6342 2.1812
C20 -1.9143 -3.8890 3.1230
C21 -1.5771 -2.5619 3.3478
C22 -0.5477 -1.9746 2.6264
C23 3.1741 -2.2117 1.7954
C24 3.5678 -3.5411 1.9053
C25 4.7183 -3.8567 2.6084
C26 5.4718 -2.8461 3.1930
C27 5.0814 -1.5214 3.0712
C28 3.9286 -1.1979 2.3679
H16 3.3731 -0.6675 -1.0675
H17 4.1589 -1.2299 -3.3394
H18 3.2065 -3.1782 -4.5293
H19 1.4699 -4.5597 -3.4447
H20 0.6704 -4.0068 -1.2007
H21 0.3398 -4.6558 0.7288
H22 -1.4775 -5.6710 2.0115
H23 -2.7163 -4.3465 3.6869
H24 -2.1172 -1.9808 4.0830
H25 -0.2894 -0.9342 2.7871
H26 2.9835 -4.3336 1.4499
H27 5.0285 -4.8887 2.7015
H28 6.3694 -3.0952 3.7430
H29 5.6739 -0.7366 3.5222
H30 3.6228 -0.1659 2.2529
C29 -3.1441 2.6748 -4.0759
C30 -3.5638 2.3027 -2.6651
N1 -2.4403 1.7195 -1.9308
C31 -1.1839 1.5416 -2.4353
N2 -0.1905 1.4292 -1.5844
C32 1.1500 1.3070 -2.1551
C33 1.1454 0.4811 -3.4295
C34 0.2101 1.1437 -4.4192
N3 -1.0660 1.4521 -3.7795
C35 -2.2482 1.5793 -4.6213
H31 -2.5896 3.6155 -4.0725
H32 -4.0230 2.8048 -4.7057
H33 -4.3910 1.5883 -2.6872
H34 -3.9106 3.1857 -2.1262
H35 -2.4268 1.9089 -0.9359
H36 1.7964 0.8639 -1.3968
H37 1.5552 2.3048 -2.3668
H38 0.8180 -0.5404 -3.2110
H39 2.1465 0.4212 -3.8585
H40 0.0098 0.4920 -5.2713
H41 0.6588 2.0641 -4.8071
H42 -2.7904 0.6267 -4.6604
H43 -1.9112 1.8088 -5.6312
C36 -3.6591 -0.8118 0.2058
C37 -2.4569 -1.7105 0.0485
O2 -1.2403 -0.9865 -0.2261
H44 -4.5147 -1.4033 0.5341
H45 -3.9220 -0.3155 -0.7294
H46 -3.4619 -0.0507 0.9601
H47 -2.6060 -2.4450 -0.7460
H48 -2.2605 -2.2533 0.9730
H49 -1.2564 -0.6612 -1.1367

=====

Molecular formula: C37H49AsGe2LuN2OS
Method: DFT, ωB97M-V/def2-TZVPD

Its HOMO-LUMO gap (spin up / spin down) is 0.1700 / 0.1700 hartree. Its net charge is +3. As for the multiplicity: 1. As for the HOMO energy (spin up / spin down): -14.28 / -14.28 eV.

CARTESIAN COORDINATES (ANGSTROEM)
Lu1 0.9996 -0.6386 -0.6394
C1 -4.1997 -2.6260 1.2585
C2 -3.0025 -1.9165 0.5873
Ge1 -1.1031 -2.1050 1.1513
C3 -0.3615 -3.9215 0.6463
C4 -1.3835 -5.0762 0.9096
C5 -0.9949 -2.1728 3.0931
C6 0.0351 -1.5712 3.7831
Ge2 1.1907 -0.5385 2.3597
C7 0.8539 1.4071 2.8555
C8 1.9842 2.0588 3.6228
C9 3.0193 -1.1819 2.4428
C10 3.0256 -2.6563 2.2418
C11 0.4651 -1.8018 5.1450
C12 -0.0322 -2.9582 5.8118
C13 0.5734 -3.4253 6.9758
C14 1.3365 -2.4488 7.7446
C15 1.5671 -1.1462 7.2207
C16 1.3380 -0.9565 5.8694
H1 -4.4536 -2.2778 2.2820
H2 -3.9368 -3.6983 1.3646
H3 -5.1280 -2.5331 0.6587
H4 -3.3061 -0.8665 0.5051
H5 -2.7473 -2.2704 -0.4482
H6 0.4016 -3.9619 1.3794
H7 0.0195 -3.8301 -0.3384
H8 -0.8851 -5.8659 1.6161
H9 -1.5236 -5.6232 -0.0372
H10 -2.3806 -4.7495 1.1852
H11 -2.0003 -2.3072 3.6143
H12 -0.0948 1.1312 3.4149
H13 0.4702 1.8483 1.9267
H14 1.9821 1.7709 4.7098
H15 1.9008 3.1948 3.6139
H16 3.0066 1.9224 3.2178
H17 3.4283 -0.9488 3.4539
H18 3.6666 -0.5007 1.8499
H19 3.5906 -2.9005 1.3120
H20 2.0828 -3.2409 2.2354
H21 3.6289 -3.1825 3.0471
H22 -0.8330 -3.5018 5.2992
H23 0.3067 -4.3383 7.5618
H24 1.6481 -2.6946 8.7760
H25 2.0619 -0.3564 7.8218
H26 1.8129 -0.1645 5.2977
C17 4.4055 -1.1476 -4.3773
N1 3.1097 -1.6836 -3.9514
C18 2.5855 -1.4086 -2.7604
S1 3.4959 -0.5641 -1.6242
N2 1.3362 -2.1234 -2.4494
C19 0.2912 -2.0504 -3.5270
H27 4.3738 -0.4773 -5.2290
H28 5.0039 -2.0032 -4.5912
H29 4.8683 -0.6532 -3.4599
H30 2.5407 -2.0991 -4.7159
H31 1.5483 -3.0561 -2.2615
H32 -0.0746 -1.0404 -3.7209
H33 -0.6262 -2.5358 -3.1645
H34 0.6678 -2.3909 -4.4752
O1 -0.1054 0.9837 -1.1325
As1 -0.6962 2.4114 -1.9762
C20 -1.5854 1.7733 -3.6434
C21 -2.5648 0.7557 -3.6914
C22 -3.2818 0.4409 -4.7871
C23 -3.0595 1.1074 -6.0077
C24 -2.0009 2.0797 -6.0063
C25 -1.3151 2.3913 -4.8897
C26 -2.0241 3.1322 -0.8151
C27 -1.6700 3.3641 0.5280
C28 -2.6715 3.7505 1.4521
C29 -3.9940 3.7550 1.0680
C30 -4.3399 3.4186 -0.2390
C31 -3.3479 3.1512 -1.2230
C32 0.7897 3.4340 -2.4074
C33 0.5238 4.8525 -2.4887
C34 1.4660 5.7196 -2.9212
C35 2.6252 5.1674 -3.4747
C36 2.8169 3.8131 -3.4882
C37 1.9732 2.9073 -2.8310
H35 -2.8200 0.2125 -2.7682
H36 -4.1968 -0.1543 -4.6637
H37 -3.5383 0.9298 -7.0065
H38 -1.8299 2.7280 -6.8863
H39 -0.6026 3.2647 -4.9088
H40 -0.6002 3.3674 0.8540
H41 -2.3452 4.2037 2.4417
H42 -4.6670 4.2832 1.7263
H43 -5.3319 3.2311 -0.6285
H44 -3.7015 3.2340 -2.2553
H45 -0.4099 5.2062 -2.0419
H46 1.3919 6.8010 -2.7140
H47 3.4915 5.8434 -3.7387
H48 3.8075 3.4837 -3.8018
H49 2.2585 1.8111 -2.7249

=====

Molecular formula: C37H49FeN3OSeSi2Te
Method: DFT, ωB97M-V/def2-TZVPD

Its HOMO-LUMO gap (spin up / spin down) is 0.1532 / 0.1665 hartree. The relative energy (zero: lowest compared OMol25 entry of this formula, charge and spin) is 0.00 kcal/mol. Its net charge is -2. As for the multiplicity: 5. As for the HOMO energy (spin up / spin down): -0.48 / -0.84 eV.

CARTESIAN COORDINATES (ANGSTROEM)
Fe1 -3.2136 -0.5043 -0.3906
C1 -1.7074 -1.4371 3.8008
Si1 -3.2782 -1.4942 2.7184
C2 -3.3979 -3.1075 1.8463
C3 -4.7038 -1.5332 3.9679
N1 -3.2608 -0.2429 1.5614
C4 -3.2859 1.0826 1.9166
C5 -3.4413 1.6039 3.2105
C6 -3.2041 2.9444 3.5490
C7 -2.8337 3.7987 2.5305
C8 -2.7333 3.3156 1.2243
C9 -2.9973 2.0154 0.8473
N2 -2.7735 1.5557 -0.4358
Si2 -2.9406 2.4808 -1.8431
C10 -4.6011 2.1286 -2.5218
C11 -1.6401 1.9095 -3.0610
C12 -2.8307 4.3949 -1.7576
H1 -1.7557 -2.2281 4.5843
H2 -1.5661 -0.4503 4.2659
H3 -0.8788 -1.6698 3.1274
H4 -4.0086 -3.8107 2.4208
H5 -2.3686 -3.4698 1.7203
H6 -3.8523 -3.0084 0.8611
H7 -4.5949 -2.4579 4.6105
H8 -5.6686 -1.6393 3.4251
H9 -4.8374 -0.6590 4.6245
H10 -3.7115 0.8661 3.9926
H11 -3.3036 3.2667 4.5604
H12 -2.6379 4.8642 2.7491
H13 -2.2985 3.9624 0.4718
H14 -4.7258 1.1150 -2.9282
H15 -4.8755 2.8606 -3.2846
H16 -5.3070 2.2566 -1.7298
H17 -1.5837 0.8321 -3.2558
H18 -0.7083 2.2557 -2.6119
H19 -1.7989 2.4748 -3.9955
H20 -3.4991 4.9133 -1.0520
H21 -3.1730 4.7112 -2.7705
H22 -1.8281 4.7850 -1.6485
C13 6.7087 3.0514 -3.1179
C14 5.4539 2.3604 -2.6222
C15 4.8403 2.7714 -1.4301
C16 3.6583 2.1729 -1.0100
C17 2.9379 2.7748 0.1611
C18 3.1182 1.0568 -1.6975
Te1 1.2319 0.2185 -1.0476
N3 -1.5998 -1.6110 -0.2417
C19 -1.8078 -2.0634 -1.4354
O1 -2.8145 -1.5985 -2.1400
C20 -0.9174 -3.1144 -2.0549
C21 -0.9387 -4.4351 -1.6167
C22 -0.2260 -5.4355 -2.2901
C23 0.5858 -5.1100 -3.3753
C24 0.6501 -3.7930 -3.7633
C25 -0.0961 -2.8048 -3.1158
C26 1.8690 -0.5828 0.8347
C27 1.2945 -0.0183 1.9730
C28 0.1498 0.9462 1.8717
C29 1.7675 -0.3857 3.2301
C30 2.6845 -1.4164 3.3833
C31 3.1540 -1.8019 4.7623
C32 3.1102 -2.0940 2.2436
C33 2.7567 -1.6717 0.9566
C34 3.2899 -2.4203 -0.2285
C35 3.7373 0.6295 -2.8530
C36 3.2752 -0.5480 -3.6530
C37 4.8942 1.2920 -3.3183
H23 6.7261 4.0474 -2.6785
H24 6.7113 3.1467 -4.2146
H25 7.6187 2.4993 -2.8393
H26 5.1719 3.6561 -0.8634
H27 3.5193 3.6001 0.6114
H28 2.7242 2.0223 0.9264
H29 1.9901 3.1839 -0.1966
H30 -1.5945 -4.6833 -0.7595
H31 -0.3301 -6.4489 -1.8961
H32 1.1411 -5.8603 -3.8914
H33 1.2681 -3.5163 -4.6063
H34 -0.0199 -1.7650 -3.4209
H35 -0.7641 0.4548 1.5208
H36 0.3652 1.7725 1.1718
H37 -0.0711 1.4200 2.8149
H38 1.3865 0.1542 4.1033
H39 2.3374 -1.6546 5.4716
H40 3.9906 -1.1756 5.0619
H41 3.4721 -2.8543 4.8040
H42 3.7767 -2.9501 2.3895
H43 3.6759 -3.4196 0.0542
H44 4.1435 -1.8708 -0.6543
H45 2.5310 -2.5587 -1.0027
H46 3.4064 -1.4756 -3.0143
H47 3.8546 -0.6561 -4.5616
H48 2.2235 -0.4987 -3.9108
H49 5.4243 0.9824 -4.1995
Se1 -5.6211 -0.6022 0.0746

=====

Computed F_max, in the same sequence as the records: 0.0105 0.0722 0.0303 hartree/bohr.